#one
Formula: C7H7NOS
Source: the OMol25 dataset
Level of theory: ωB97M-V/def2-TZVPD

Geometry (Å):
1 C 2.32605 0.16651 1.55064
2 C 1.00987 0.36685 1.07921
3 C 3.09184 -0.56916 0.71211
4 C 0.78393 -0.21977 -0.13763
5 C -0.93679 -0.91579 -1.81818
6 C -2.24369 -0.68024 -1.99087
7 C -1.96372 0.81705 -0.26895
8 N -0.31496 -0.15555 -0.89005
9 O -2.76831 0.39816 -1.25492
10 S 2.22844 -1.04176 -0.71247
11 H 2.68522 0.56466 2.48510
12 H 0.25255 0.91599 1.60848
13 H 4.11531 -0.86721 0.82615
14 H -0.38268 -1.63615 -2.39689
15 H -2.92311 -1.09671 -2.70402
16 H -2.07397 0.35268 0.70985
17 H -1.71982 1.87242 -0.28985

Summary:
- HOMO level (eV) = -6.9
- frontier orbital gap (eV) = 7.452

Electronic structure analysis, Löwdin charges in units of e:
1. C -0.2144
2. C -0.1426
3. C -0.4464
4. C -0.5889
5. C -0.1456
6. C -0.0989
7. C 0.0400
8. N -0.0137
9. O -0.0802
10. S 0.9991
11. H 0.0992
12. H 0.0920
13. H 0.0524
14. H 0.1194
15. H 0.1045
16. H 0.1104
17. H 0.1135

=====

#two
Formula: C7H7NOS
Source: the OMol25 dataset
Level of theory: ωB97M-V/def2-TZVPD

Geometry (Å):
1 C -2.74690 1.00523 -0.06733
2 C -1.42971 1.10867 -0.56303
3 C -3.03481 -0.22943 0.41181
4 C -0.72292 -0.05836 -0.44503
5 C 2.58632 0.06939 0.35059
6 C 1.82994 0.86976 -0.33808
7 C 2.12315 -1.36397 0.39784
8 N 0.51134 -0.32773 -0.97281
9 O 1.10757 -1.53232 -0.57122
10 S -1.69506 -1.31083 0.29122
11 H -3.44929 1.81939 -0.07997
12 H -1.02732 2.00436 -0.99518
13 H -3.95492 -0.58931 0.82434
14 H 3.47937 0.32948 0.89159
15 H 1.72242 1.87164 -0.66932
16 H 2.93263 -2.04647 0.12614
17 H 1.76821 -1.61953 1.40845

Summary:
- HOMO level (eV) = -7.5
- frontier orbital gap (eV) = 8.364

Electronic structure analysis, Löwdin charges in units of e:
1. C -0.2072
2. C -0.1397
3. C -0.4388
4. C -0.5810
5. C -0.0992
6. C 0.1325
7. C -0.1870
8. N -0.0393
9. O -0.1623
10. S 1.0329
11. H 0.0984
12. H 0.0993
13. H 0.0524
14. H 0.1094
15. H 0.0795
16. H 0.1257
17. H 0.1243

=====

Relative energy table, unit kcal/mol: #one 0.0; #two 24.7

=====

#one
Formula: C23H24N4O4S
Source: the OMol25 dataset
Level of theory: ωB97M-V/def2-TZVPD

Geometry (Å):
1 C -0.53841 -3.65424 -0.76855
2 O -0.59659 -2.37197 -1.34344
3 C -1.78321 -1.68804 -1.29036
4 C -2.94471 -2.14183 -0.68660
5 C -4.08163 -1.34615 -0.68538
6 C -4.06833 -0.09980 -1.28138
7 C -2.91399 0.36051 -1.89326
8 C -1.77622 -0.42611 -1.90995
9 N -0.60789 0.04251 -2.52923
10 S 0.18985 1.29321 -1.72727
11 O 1.44570 1.45635 -2.39461
12 O -0.69052 2.42091 -1.70183
13 C 0.48584 0.48854 -0.13684
14 C 1.64360 -0.25791 -0.22307
15 C 1.96871 -1.22570 0.71712
16 N 3.16257 -1.95036 0.65481
17 C 4.38132 -1.55262 0.18602
18 O 5.27954 -2.35590 0.04106
19 C 4.55882 -0.09105 -0.06314
20 C 4.24844 0.84698 0.91802
21 C 4.50279 2.18160 0.64934
22 N 5.01964 2.61191 -0.48792
23 C 5.31823 1.71951 -1.41430
24 C 5.12352 0.35631 -1.25187
25 C 1.02005 -1.51611 1.69456
26 C -0.13916 -0.78013 1.78410
27 C -0.43126 0.29018 0.91254
28 N -1.56878 1.02634 1.08247
29 C -2.60787 0.61015 2.00429
30 C -3.73233 1.64163 1.81977
31 C -3.11692 2.74769 0.95067
32 C -1.61946 2.47484 1.02007
33 H -1.24619 -4.34020 -1.24407
34 H -0.73000 -3.61678 0.30838
35 H 0.47676 -4.00723 -0.94264
36 H -2.97541 -3.10765 -0.20694
37 H -4.97942 -1.71389 -0.21101
38 H -4.95761 0.51146 -1.28098
39 H -2.86714 1.33025 -2.36004
40 H 0.05049 -0.70259 -2.71489
41 H 2.28307 -0.07463 -1.07027
42 H 3.12913 -2.91179 0.97249
43 H 3.83071 0.54286 1.86592
44 H 4.28398 2.94703 1.38260
45 H 5.74155 2.11649 -2.32690
46 H 5.39354 -0.34626 -2.02441
47 H 1.20094 -2.31635 2.39808
48 H -0.84021 -1.02806 2.56352
49 H -2.93390 -0.40176 1.75724
50 H -2.25374 0.62796 3.04571
51 H -4.05329 2.03032 2.78534
52 H -4.59509 1.19331 1.33211
53 H -3.36706 3.74478 1.30567
54 H -3.44561 2.65021 -0.08180
55 H -1.08602 2.86168 0.15948
56 H -1.19084 2.89961 1.94157

Summary:
- HOMO level (eV) = -7.9
- frontier orbital gap (eV) = 8.143
- structure (SMILES) = COc1ccccc1NS(=O)(=O)c1cc(NC(=O)c2ccncc2)ccc1N1CCCC1

Electronic structure analysis, Löwdin charges in units of e:
1. C -0.0762
2. O -0.0916
3. C -0.2166
4. C -0.0211
5. C -0.0893
6. C -0.0907
7. C -0.0196
8. C -0.2451
9. N -0.0309
10. S 0.6998
11. O -0.2808
12. O -0.2835
13. C -0.1571
14. C -0.0289
15. C -0.2504
16. N 0.1447
17. C -0.4340
18. O 0.0895
19. C -0.1594
20. C -0.0113
21. C -0.1319
22. N 0.0692
23. C -0.1297
24. C 0.0052
25. C -0.0118
26. C -0.0013
27. C -0.2010
28. N -0.0833
29. C -0.1646
30. C -0.1465
31. C -0.1459
32. C -0.1497
33. H 0.0991
34. H 0.0908
35. H 0.0971
36. H 0.1066
37. H 0.1072
38. H 0.1068
39. H 0.1164
40. H 0.1168
41. H 0.1092
42. H 0.1584
43. H 0.1219
44. H 0.1069
45. H 0.1082
46. H 0.1210
47. H 0.1199
48. H 0.1033
49. H 0.1102
50. H 0.1204
51. H 0.1049
52. H 0.0933
53. H 0.1093
54. H 0.0987
55. H 0.0854
56. H 0.1323

=====

#two
Formula: C23H24N4O4S
Source: the OMol25 dataset
Level of theory: ωB97M-V/def2-TZVPD

Geometry (Å):
1 C -6.97640 -2.64872 0.66036
2 H -6.46908 -3.65892 0.71893
3 H -7.50281 -2.29699 1.40148
4 O -5.85410 -1.83520 0.45605
5 C -6.08684 -0.62663 0.21942
6 C -7.42251 0.03432 0.30711
7 C -7.61487 1.37174 0.36720
8 C -6.43606 2.33244 0.14308
9 C -5.20481 1.77643 0.26329
10 C -4.91969 0.32608 0.39277
11 N -3.76026 -0.00589 0.58297
12 C -3.37104 -1.16136 -0.43199
13 H -4.09540 -2.03292 -0.76438
14 C -2.52596 -0.57976 -1.51371
15 N -1.43025 0.11705 -1.24267
16 C -0.24078 -0.33036 -1.25544
17 O 0.06650 -1.46875 -1.99781
18 C 0.95575 0.40643 -0.78608
19 N 1.11796 1.83488 -0.52422
20 N 2.23068 2.06191 -0.00374
21 C 3.03694 0.94372 -0.37493
22 C 2.17204 0.01060 -0.62254
23 C 2.76488 -1.34266 -0.96869
24 H 1.88725 -2.11658 -0.91594
25 H 3.40281 -1.37108 -2.14744
26 S 3.92542 -1.77992 0.39466
27 O 4.58767 -3.20882 0.22360
28 O 3.11787 -1.48842 1.58432
29 C 4.91499 -0.45533 0.42248
30 C 6.36071 -0.67113 0.65888
31 C 7.22261 0.54569 0.50687
32 C 6.71083 1.67617 0.12187
33 C 5.43286 1.95495 -0.00460
34 C 4.47726 0.72406 -0.00978
35 H 5.03563 2.83868 -0.28730
36 H 7.46982 2.73751 0.25136
37 H 8.28558 0.28490 0.59354
38 H 6.64718 -1.61685 1.07821
39 C 2.52888 3.35757 0.43296
40 H 2.87417 4.09228 -0.24603
41 H 1.68299 3.67311 0.89820
42 H 3.08294 3.30132 1.50658
43 C -1.91012 1.15783 -0.19743
44 H -0.98193 1.60498 0.13327
45 C -2.68055 0.66337 0.89857
46 H -2.74970 1.32453 1.63629
47 H -1.80537 -0.16302 1.56051
48 H -2.33300 1.73464 -0.74690
49 H -2.14159 -1.36824 -2.30098
50 H -3.36769 0.03751 -2.06414
51 H -2.54565 -1.85646 0.16755
52 H -4.27805 2.45815 0.34436
53 H -6.33148 3.44724 0.13507
54 H -8.44838 1.83661 0.21565
55 H -8.12947 -0.57030 0.34117
56 H -7.58355 -2.53843 -0.13201

Summary:
- HOMO level (eV) = -6.8
- frontier orbital gap (eV) = 6.592

Electronic structure analysis, Löwdin charges in units of e:
1. C -0.0150
2. H 0.1454
3. H 0.0486
4. O -0.0797
5. C -0.2106
6. C -0.0137
7. C -0.0510
8. C -0.0650
9. C -0.0492
10. C -0.2096
11. N -0.0787
12. C -0.0486
13. H 0.1682
14. C -0.2429
15. N -0.0130
16. C -0.2625
17. O -0.0875
18. C -0.0552
19. N 0.1373
20. N -0.1283
21. C -0.0993
22. C -0.2953
23. C -0.1284
24. H 0.1300
25. H 0.2249
26. S 0.7870
27. O -0.3684
28. O -0.3151
29. C -0.3295
30. C 0.0681
31. C -0.0871
32. C -0.1908
33. C 0.0107
34. C -0.0611
35. H 0.0555
36. H 0.1982
37. H 0.1118
38. H 0.0989
39. C -0.0209
40. H 0.0888
41. H 0.0476
42. H 0.1682
43. C -0.0683
44. H 0.1145
45. C -0.2238
46. H 0.0925
47. H 0.2245
48. H 0.0347
49. H 0.1725
50. H 0.1765
51. H 0.1707
52. H 0.1239
53. H 0.1044
54. H 0.0216
55. H 0.0093
56. H 0.0643

=====

Relative energy table, unit kcal/mol: #one 0.0; #two 382.6

=====

#one
Formula: C5H13NOS
Source: the OMol25 dataset
Level of theory: ωB97M-V/def2-TZVPD

Geometry (Å):
1 C -2.13151 2.61659 0.83221
2 S -1.42991 2.63167 -0.80733
3 C -0.66378 0.90486 -1.05333
4 C 0.43278 0.55997 -0.09344
5 C 0.52412 -1.01797 -0.18857
6 N 0.75018 -1.44680 -1.59730
7 C 1.65267 -1.52668 0.65804
8 O 1.34459 -2.86165 1.05591
9 H -2.05287 3.63034 1.26985
10 H -1.81383 1.86285 1.57480
11 H -3.21745 2.52712 0.67128
12 H -0.38617 0.90116 -2.10428
13 H -1.47215 0.16342 -0.87893
14 H 1.40250 1.09623 -0.32577
15 H 0.24417 0.60569 1.00112
16 H -0.38713 -1.37867 0.31978
17 H 1.24897 -2.33193 -1.77133
18 H -0.06569 -1.30090 -2.16639
19 H 2.60175 -1.62042 0.10198
20 H 1.78712 -0.92391 1.56126
21 H 1.63165 -3.09097 1.94046

Summary:
- HOMO level (eV) = -8.3
- frontier orbital gap (eV) = 9.188
- structure (SMILES) = CSCC[C@@H](N)CO

Electronic structure analysis, Löwdin charges in units of e:
1. C -0.4689
2. S 0.7617
3. C -0.4814
4. C -0.2318
5. C -0.3974
6. N 0.0478
7. C -0.2455
8. O -0.0775
9. H 0.0317
10. H 0.0422
11. H 0.0182
12. H 0.0656
13. H 0.0844
14. H 0.1368
15. H 0.1074
16. H 0.1401
17. H 0.0885
18. H 0.0525
19. H 0.1267
20. H 0.1202
21. H 0.0787

=====

#two
Formula: C5H13NOS
Source: the OMol25 dataset
Level of theory: ωB97M-V/def2-TZVPD

Geometry (Å):
1 C -0.53206 -0.25338 3.16486
2 C 0.93393 -0.71165 2.73354
3 N 1.88652 -0.03418 3.47259
4 O 1.10613 -1.54722 1.89674
5 H -1.12208 -1.05156 2.71050
6 H -0.81826 0.60359 2.57385
7 H -0.76346 -0.18625 4.22595
8 H 2.83875 -0.39094 3.39665
9 H 1.87713 0.97368 3.41767
10 C -0.09837 -0.60164 -3.41778
11 C 0.16064 -0.86001 -1.93122
12 S -0.45207 0.33690 -0.75179
13 C -1.27758 1.76002 -1.55451
14 H 0.84163 -0.61717 -3.96214
15 H -0.40253 0.41854 -3.69550
16 H -0.82104 -1.26796 -3.88481
17 H -0.26110 -1.79295 -1.54550
18 H 1.27799 -0.89764 -1.76635
19 H -0.65397 2.66690 -1.44221
20 H -1.49620 1.56789 -2.60491
21 H -2.22400 1.88503 -1.03563

Summary:
- HOMO level (eV) = -8.1
- frontier orbital gap (eV) = 8.979
- structure (SMILES) = CC(N)=O.CCSC

Electronic structure analysis, Löwdin charges in units of e:
1. C -0.0151
2. C -0.5754
3. N 0.1153
4. O 0.0557
5. H 0.0678
6. H 0.0500
7. H 0.0673
8. H 0.0984
9. H 0.0955
10. C -0.1538
11. C -0.5668
12. S 0.7843
13. C -0.4050
14. H 0.0652
15. H 0.0458
16. H 0.0721
17. H 0.0578
18. H 0.0768
19. H 0.0329
20. H 0.0135
21. H 0.0176

=====

Relative energy table, unit kcal/mol: #one 12.7; #two 0.0

=====

#one
Formula: C5H13NOS
Source: the OMol25 dataset
Level of theory: ωB97M-V/def2-TZVPD

Geometry (Å):
1 C -1.42994 -1.90980 1.53096
2 C -0.32735 -0.86246 1.49043
3 S 0.10581 -0.52680 -0.12152
4 O 0.61285 -1.63455 -0.89864
5 C -1.26293 0.22771 -1.27519
6 C -1.13604 -0.65259 -2.46550
7 N 1.16846 0.86922 -0.19340
8 C 2.07509 1.22800 0.95232
9 H -1.18880 -2.92542 1.23119
10 H -1.84521 -1.92368 2.51830
11 H -2.21817 -1.56657 0.91878
12 H -0.56008 0.09611 1.89641
13 H -2.11789 -0.05260 -0.63127
14 H -1.06418 1.23141 -1.35653
15 H -0.17977 -0.76148 -3.01217
16 H -1.38286 -1.68441 -2.31964
17 H -1.84086 -0.21559 -3.29349
18 H 1.63538 0.86323 -1.06724
19 H 1.60704 1.17346 1.90095
20 H 3.02166 0.73776 0.81318
21 H 2.37471 2.30919 0.73549

Summary:
- HOMO level (eV) = -7.5
- frontier orbital gap (eV) = 8.231
- structure (SMILES) = CC=[S@@](=O)(CC)NC

Electronic structure analysis, Löwdin charges in units of e:
1. C -0.1810
2. C -0.3784
3. S 0.8288
4. O -0.3758
5. C -0.2389
6. C -0.1894
7. N -0.2120
8. C -0.1136
9. H 0.0733
10. H 0.0615
11. H 0.0267
12. H 0.0308
13. H 0.0849
14. H 0.0473
15. H 0.0794
16. H 0.0621
17. H 0.1102
18. H 0.0722
19. H 0.0512
20. H 0.0642
21. H 0.0964

=====

#two
Formula: C5H13NOS
Source: the OMol25 dataset
Level of theory: ωB97M-V/def2-TZVPD

Geometry (Å):
1 O 3.44421 -1.60033 1.61089
2 C 2.93368 -0.67006 0.67209
3 C 1.46709 -1.21963 0.23023
4 C 0.56209 -0.07203 -0.55879
5 N -0.86997 -0.13725 -0.02937
6 C -1.84796 0.50767 -0.93177
7 C -3.01136 0.92535 0.04869
8 S -3.62490 2.58155 -0.45265
9 H 4.46724 -1.58199 1.44319
10 H 3.44029 -0.64088 -0.26139
11 H 2.97921 0.27728 1.26074
12 H 1.05497 -1.68804 1.19527
13 H 1.48826 -2.12859 -0.47055
14 H 1.02295 0.87369 -0.56198
15 H 0.59177 -0.33545 -1.65935
16 H -1.00859 -1.13123 0.04810
17 H -1.32265 1.45700 -1.36884
18 H -2.21160 -0.11586 -1.68550
19 H -2.52134 0.81965 1.09289
20 H -3.93663 0.51166 -0.13809
21 H -3.09677 3.36749 0.51619

Summary:
- HOMO level (eV) = -8.7
- frontier orbital gap (eV) = 9.572
- structure (SMILES) = OCCCNCCS

Electronic structure analysis, Löwdin charges in units of e:
1. O -0.1308
2. C -0.2835
3. C -0.1268
4. C -0.1885
5. N -0.1119
6. C -0.2933
7. C -0.5183
8. S 0.6576
9. H 0.1389
10. H 0.0891
11. H 0.1231
12. H 0.1122
13. H 0.1108
14. H 0.0731
15. H 0.1082
16. H 0.0876
17. H 0.1233
18. H 0.0795
19. H 0.1135
20. H -0.0101
21. H -0.1535

=====

Relative energy table, unit kcal/mol: #one 37.7; #two 0.0